# C31H26Cl2NPS4SbW

C31H26Cl2NPS4SbW as an isolated structure in a non-equilibrium geometry (the ωB97M-V functional and the def2-TZVPD basis, the OMol25 dataset).

XYZ file:
```
67
Properties=species:S:1:pos:R:3:mulliken_charge:R:1
W 0.303 -0.197 -0.140 0.44
C 2.321 3.349 0.933 -1.78
C 2.232 1.866 1.079 0.99
C 3.229 1.042 0.465 -0.41
C 3.151 -0.307 0.550 -1.19
C 2.013 -0.947 1.155 -0.37
C 1.114 -0.146 1.939 -1.02
C 1.284 1.281 1.879 0.08
H 2.252 3.621 -0.124 0.33
H 3.282 3.713 1.301 0.48
H 1.522 3.851 1.478 0.33
H 4.065 1.515 -0.036 0.46
H 3.933 -0.925 0.132 0.37
H 2.100 -1.992 1.403 0.80
H 0.618 -0.575 2.794 0.66
H 0.665 1.903 2.505 0.58
S -1.091 -0.056 -4.442 -0.12
Sb 0.657 -1.598 -3.993 0.55
S 1.979 -0.284 -2.275 -0.15
S 0.814 1.352 -1.870 -0.14
S 0.646 0.142 -5.645 -0.27
C -1.514 3.126 4.921 -0.60
C -1.719 3.764 3.708 -0.78
C -1.792 3.029 2.530 -0.48
C -1.667 1.641 2.562 -0.01
C -1.464 1.005 3.790 -0.11
C -1.384 1.743 4.961 -0.94
P -1.741 0.615 1.044 1.34
C -2.762 -0.766 1.664 0.55
C -2.259 -2.066 1.669 0.08
C -3.002 -3.112 2.198 -0.67
C -4.250 -2.863 2.748 -0.74
C -4.742 -1.564 2.793 -0.96
C -4.001 -0.521 2.262 -0.75
C -2.744 1.658 -0.065 1.08
C -2.065 2.665 -0.753 -1.05
C -2.741 3.526 -1.604 -1.07
C -4.113 3.388 -1.775 -0.79
C -4.798 2.403 -1.081 -0.56
C -4.121 1.544 -0.226 -0.89
H -1.467 3.702 5.837 0.42
H -1.829 4.842 3.672 0.47
H -1.952 3.542 1.592 0.47
H -1.384 -0.075 3.833 0.40
H -1.229 1.238 5.907 0.45
H -1.270 -2.262 1.283 0.17
H -2.605 -4.121 2.183 0.50
H -4.833 -3.676 3.165 0.43
H -5.701 -1.362 3.254 0.45
H -4.375 0.493 2.335 0.53
H -0.999 2.786 -0.611 0.67
H -2.197 4.297 -2.135 0.48
H -4.643 4.048 -2.449 0.40
H -5.868 2.291 -1.211 0.46
H -4.670 0.767 0.286 0.50
Cl -3.675 -0.971 -2.220 -0.09
C -2.856 -2.432 -1.840 0.60
C -3.487 -3.643 -2.064 -0.54
C -2.822 -4.831 -1.821 -0.49
C -1.511 -4.821 -1.374 -0.69
C -0.899 -3.609 -1.138 1.32
Cl 0.748 -3.544 -0.620 -0.11
C -1.555 -2.367 -1.324 -1.47
N -0.874 -1.195 -1.036 1.02
H -4.501 -3.645 -2.442 0.48
H -3.321 -5.775 -2.003 0.42
H -0.969 -5.744 -1.216 0.50
```

## Properties
LUMO energy (eV): -3.44
Net charge: +1
E (a.u.): -4413.35915
Strongest force on any atom (eV Å⁻¹): 2.3
Energy relative to the best compared isomer or geometry (same formula, charge and spin) (kJ/mol): 0.0
Frontier orbital gap (eV): 7.023